{
  "formula": "C24H83NO33P2S",
  "method": "ωB97M-V with the def2-TZVPD basis set",
  "species": ["C", "C", "O", "P", "O", "C", "C", "C", "C", "C", "C", "C", "C", "S", "C", "C", "C", "C", "C", "C", "C", "C", "C", "C", "C", "P", "O", "O", "C", "N", "O", "C", "C", "H", "H", "H", "H", "H", "H", "H", "H", "H", "H", "H", "H", "H", "H", "H", "H", "H", "H", "H", "H", "H", "H", "H", "H", "H", "H", "H", "O", "H", "H", "O", "H", "H", "O", "H", "H", "O", "H", "H", "O", "H", "H", "O", "H", "H", "O", "H", "H", "O", "H", "H", "O", "H", "H", "O", "H", "H", "O", "H", "H", "O", "H", "H", "O", "H", "H", "O", "H", "H", "O", "H", "H", "O", "H", "H", "O", "H", "H", "O", "H", "H", "O", "H", "H", "O", "H", "H", "O", "H", "H", "O", "H", "H", "O", "H", "H", "O", "H", "H", "O", "H", "H", "O", "H", "H", "O", "H", "H", "O", "H", "H"],
  "coordinates": [[1.27, -0.63, 5.41], [0.90, -1.81, 4.52], [-0.28, -2.52, 5.00], [-1.65, -1.94, 4.40], [-1.72, -0.49, 4.77], [-1.75, -2.04, 2.58], [-1.16, -3.36, 1.97], [-0.62, -3.01, 0.58], [0.61, -3.46, 0.12], [1.06, -3.08, -1.13], [0.32, -2.27, -1.98], [-0.92, -1.84, -1.49], [-1.40, -2.20, -0.25], [-1.85, -0.77, -2.59], [-0.49, 0.21, -3.24], [-0.56, 1.59, -3.45], [-1.84, 2.29, -3.09], [-2.21, 2.27, -1.75], [-3.38, 2.84, -1.29], [-4.21, 3.47, -2.22], [-3.83, 3.52, -3.54], [-2.66, 2.94, -4.00], [0.52, 2.30, -3.97], [1.67, 1.59, -4.22], [1.75, 0.22, -3.98], [3.31, -0.67, -4.28], [4.07, -0.08, -5.63], [4.26, -0.37, -2.97], [0.68, -0.51, -3.50], [0.77, -1.89, -3.27], [-2.96, -2.66, 5.01], [-4.12, -1.81, 4.87], [-5.42, -2.65, 4.84], [2.30, -0.35, 5.12], [1.30, -0.90, 6.47], [0.66, 0.24, 5.20], [0.73, -1.44, 3.49], [1.73, -2.52, 4.46], [-1.14, -1.21, 2.21], [-2.77, -1.85, 2.24], [-0.38, -3.79, 2.61], [-1.99, -4.06, 1.80], [1.21, -4.09, 0.80], [2.04, -3.43, -1.48], [-2.38, -1.81, 0.03], [-1.57, 1.75, -1.04], [-3.60, 2.77, -0.22], [-5.14, 3.90, -1.86], [-4.54, 4.04, -4.21], [-2.37, 3.00, -5.05], [0.46, 3.37, -4.14], [2.53, 2.13, -4.61], [4.91, 0.32, -5.33], [3.83, 0.29, -2.38], [1.72, -2.23, -3.38], [-4.09, -1.21, 3.95], [-4.15, -1.08, 5.69], [-6.13, -2.28, 4.10], [-5.91, -2.54, 5.82], [-5.23, -3.71, 4.64], [3.30, 1.57, -0.35], [3.05, 0.86, 0.24], [3.91, 2.11, 0.16], [2.15, -6.00, 1.29], [2.56, -6.56, 1.96], [2.40, -6.41, 0.46], [-1.04, -6.63, 0.56], [-0.12, -6.74, 0.83], [-0.98, -6.31, -0.34], [-6.42, 5.08, -4.15], [-6.97, 5.69, -4.65], [-7.06, 4.57, -3.65], [-7.26, 3.75, -6.94], [-6.76, 3.32, -7.65], [-6.59, 4.25, -6.45], [-8.84, 6.68, -3.62], [-9.65, 7.01, -4.01], [-8.94, 6.88, -2.68], [-10.59, 5.82, -5.64], [-9.83, 5.23, -5.51], [-10.34, 6.37, -6.39], [4.53, 2.41, -7.10], [4.37, 1.64, -6.53], [5.17, 2.93, -6.59], [1.59, 3.67, -6.57], [1.40, 4.07, -7.42], [2.28, 3.02, -6.77], [2.92, 4.03, 1.38], [2.10, 4.32, 0.96], [2.77, 4.17, 2.32], [-0.51, 2.21, 5.70], [-0.92, 1.45, 5.27], [-1.13, 2.93, 5.54], [3.60, -1.67, 0.03], [4.47, -1.84, 0.43], [3.81, -1.36, -0.85], [7.12, 3.07, -5.14], [7.47, 2.45, -4.49], [7.85, 3.18, -5.77], [-3.44, 1.89, 5.61], [-3.20, 0.97, 5.79], [-3.84, 1.87, 4.74], [2.00, -8.49, 0.43], [2.13, -9.41, 0.68], [1.61, -8.54, -0.45], [4.22, -5.23, 3.56], [3.34, -4.97, 3.27], [4.20, -5.09, 4.52], [2.59, 2.26, 5.53], [1.68, 2.46, 5.27], [2.59, 2.34, 6.48], [6.77, -2.45, 0.03], [7.04, -3.04, 0.75], [7.12, -2.87, -0.76], [-1.24, 4.58, -6.95], [-0.34, 4.41, -6.64], [-1.13, 4.89, -7.86], [-1.75, -1.39, 7.83], [-0.81, -1.49, 8.04], [-1.75, -1.02, 6.94], [4.02, -1.71, 3.25], [4.04, -2.65, 3.48], [3.78, -1.72, 2.32], [9.75, 1.73, -4.28], [10.09, 1.11, -3.63], [10.48, 1.84, -4.90], [-0.93, 5.20, -0.23], [-1.44, 4.49, -0.64], [-1.36, 6.00, -0.54], [-10.56, 7.75, -1.92], [-11.10, 8.36, -2.43], [-11.20, 7.23, -1.41], [3.54, -11.20, 1.32], [3.93, -11.77, 1.99], [4.23, -11.15, 0.64], [-1.62, 4.33, 8.16], [-1.15, 3.71, 7.58], [-2.52, 4.32, 7.82], [6.58, -5.28, 1.61], [6.04, -5.83, 2.19], [7.48, -5.54, 1.81], [4.83, -3.15, 5.48], [4.60, -2.22, 5.46], [5.68, -3.19, 5.03]],
  "mulliken_charge": [-0.98, 0.40, -0.50, 0.47, -0.24, -0.82, -0.78, 0.30, -0.69, -0.50, 0.23, 0.54, -0.37, -0.34, 0.70, 0.21, 0.11, -0.50, -0.77, -0.35, -0.50, -0.41, -0.92, -0.68, 0.63, -0.36, -0.54, -0.45, -0.47, -0.30, -0.49, 0.18, -1.35, 0.58, 0.24, -0.21, -0.01, 0.13, 0.63, 0.43, 0.41, 0.36, 0.46, 0.30, 0.39, 0.59, 0.41, 0.32, 0.45, 0.40, 0.62, 0.68, 0.33, 0.37, 0.26, 0.21, 0.16, 0.33, 0.34, 0.34, -0.60, 0.29, 0.29, -0.51, 0.19, 0.28, -0.64, 0.34, 0.31, -0.60, 0.25, 0.29, -0.62, 0.30, 0.33, -0.58, 0.36, 0.29, -0.68, 0.33, 0.32, -0.64, 0.37, 0.33, -0.62, 0.29, 0.29, -0.60, 0.31, 0.30, -0.64, 0.34, 0.35, -0.40, 0.32, 0.13, -0.61, 0.31, 0.30, -0.65, 0.27, 0.33, -0.53, 0.27, 0.28, -0.54, 0.20, 0.31, -0.62, 0.28, 0.31, -0.59, 0.29, 0.30, -0.60, 0.37, 0.31, -0.65, 0.33, 0.36, -0.52, 0.35, 0.17, -0.60, 0.30, 0.30, -0.67, 0.37, 0.29, -0.64, 0.31, 0.31, -0.61, 0.30, 0.31, -0.65, 0.32, 0.32, -0.59, 0.28, 0.29, -0.66, 0.33, 0.33],
  "orbital_gap_ev": 7.58,
  "total_energy_ha": -4583.0115,
  "multiplicity": 1,
  "homo_energy_ha": -0.28084
}